# 1
A 3-piece molecular cluster, C17H38BFNO9Si overall. Source: the OMol25 dataset; level of theory: wB97M-V/def2-TZVPD.

- Orbital gap: 7.82 eV
- 2S+1: 1
- Net charge: -1
- Energy: -49439.14710 eV

```
68
Properties=species:S:1:pos:R:3:mulliken_charge:R:1
C 4.9454 0.3746 -0.7183 -0.754
C 4.8932 1.4506 -1.7962 -0.450
C 3.7245 2.4627 -1.7079 -0.718
C 3.0684 2.6702 -0.3277 -0.685
B 1.8330 1.7242 0.1247 0.985
F 2.2621 0.4360 0.5982 -0.365
C 0.6554 1.5266 -0.9680 -0.905
C -0.5527 0.7732 -0.4234 -0.220
O -1.7903 1.3351 -0.8988 -0.394
Si -3.1623 0.4471 -0.9809 0.496
C -4.5244 1.6330 -1.4470 -1.025
C -3.5525 -0.3521 0.6661 -1.065
C -3.0229 -0.8969 -2.2862 -0.938
O 1.2760 2.3366 1.4637 -0.432
N 0.6040 3.4464 1.3290 0.143
O 0.2279 3.8896 2.3815 -0.516
H 5.8724 -0.2014 -0.8031 0.438
H 4.1036 -0.3127 -0.7897 0.225
H 4.9189 0.8037 0.2819 -0.085
H 5.8393 2.0017 -1.7903 0.318
H 4.8525 0.9459 -2.7675 0.274
H 2.9471 2.1769 -2.4242 0.256
H 4.1083 3.4223 -2.0693 0.371
H 2.7013 3.7034 -0.2926 0.368
H 3.8480 2.6253 0.4440 0.029
H 0.3044 2.4795 -1.3749 0.186
H 1.0844 0.9686 -1.8090 0.356
H -0.5651 0.7940 0.6701 0.135
H -0.5091 -0.2841 -0.7226 0.308
H -4.6796 2.3872 -0.6728 0.277
H -5.4687 1.1021 -1.5994 0.309
H -4.2802 2.1580 -2.3737 0.282
H -3.7971 0.4119 1.4083 0.287
H -2.7006 -0.9225 1.0435 0.339
H -4.4054 -1.0317 0.5815 0.343
H -2.3106 -0.5931 -3.0572 0.333
H -3.9906 -1.0686 -2.7659 0.293
H -2.6939 -1.8551 -1.8786 0.246
C -8.9508 -3.3055 -2.8609 -1.093
C -7.8129 -3.4559 -3.8452 -0.221
O -6.5378 -3.4784 -3.1756 -0.301
C -6.1940 -4.6465 -2.6360 0.721
O -6.8247 -5.6731 -2.7024 -0.582
O -5.0162 -4.4972 -2.0379 -0.239
C -4.5072 -5.6734 -1.4007 -0.682
H -8.8060 -2.4177 -2.2452 0.284
H -9.8908 -3.1979 -3.4042 0.362
H -9.0214 -4.1815 -2.2184 0.312
H -7.7424 -2.5975 -4.5099 0.300
H -7.9153 -4.3643 -4.4379 0.315
H -4.4878 -6.5076 -2.0990 0.309
H -5.1268 -5.9364 -0.5446 0.305
H -3.5044 -5.4115 -1.0793 0.206
C 3.6378 1.4125 4.2727 -1.251
C 4.6954 1.6364 3.2190 0.369
O 5.8718 2.2944 3.7597 -0.387
C 6.7162 1.5208 4.4147 0.731
O 6.6345 0.3306 4.5940 -0.566
O 7.7140 2.2893 4.8865 -0.360
C 8.7053 1.5729 5.6202 -0.637
H 3.3774 2.3546 4.7560 0.329
H 2.7442 1.0223 3.7846 0.278
H 3.9773 0.7010 5.0257 0.392
H 4.3307 2.3179 2.4559 -0.049
H 4.9993 0.7036 2.7477 0.318
H 9.1049 0.7510 5.0286 0.293
H 8.2850 1.1689 6.5410 0.283
H 9.4807 2.3000 5.8439 0.216
```

=====

# 2
C17H38Br6N3O10P as an isolated structure in a non-equilibrium geometry. Source: the OMol25 dataset; level of theory: wB97M-V/def2-TZVPD.

- Orbital gap: 7.48 eV
- 2S+1: 1
- Energy: -472732.38515 eV

```
75
Properties=species:S:1:pos:R:3:mulliken_charge:R:1
C -8.6136 5.2827 -2.4859 -0.307
Br -9.9746 6.6276 -3.0866 -0.026
Br -8.6429 3.6455 -3.5499 0.008
Br -8.7887 4.7658 -0.5915 -0.017
H -7.6754 5.8363 -2.5216 0.343
C -1.1778 3.9134 0.9150 -0.299
Br -2.3175 2.3736 0.2618 -0.022
Br -2.2515 5.5514 0.8840 -0.001
Br 0.5481 4.0059 -0.1281 -0.017
H -0.9257 3.7547 1.9635 0.339
O 4.5699 -6.2009 -1.5647 -0.835
P 4.3208 -4.9108 -2.2970 0.560
N 5.5343 -3.6651 -1.9889 0.314
C 6.7635 -3.9955 -1.2729 -1.167
C 5.3954 -2.3196 -2.5671 -1.063
N 2.8543 -4.0984 -1.9100 0.146
C 1.6322 -4.7068 -2.4197 -1.067
C 2.7499 -3.7800 -0.4720 -1.176
N 4.4223 -4.9795 -4.0424 0.107
C 5.5224 -5.7250 -4.6054 -1.000
C 3.9930 -3.9155 -4.9160 -1.001
H 7.5517 -3.2725 -1.4827 0.443
H 7.2032 -4.9077 -1.6765 0.306
H 6.7711 -3.9745 -0.1831 0.295
H 5.8095 -2.3234 -3.5753 0.268
H 5.8738 -1.5422 -1.9713 0.436
H 4.3529 -2.0321 -2.7037 0.330
H 1.2022 -3.9439 -3.0688 0.278
H 1.8728 -5.5888 -3.0131 0.364
H 1.0456 -5.0041 -1.5505 0.415
H 3.6349 -3.2425 -0.1313 0.290
H 1.8508 -3.2091 -0.2404 0.428
H 2.6035 -4.7143 0.0700 0.417
H 5.7903 -6.4778 -3.8641 0.329
H 5.2882 -6.2882 -5.5088 0.312
H 6.3568 -5.0358 -4.7356 0.321
H 4.8523 -3.2993 -5.1805 0.324
H 3.1242 -3.4533 -4.4472 0.272
H 3.4903 -4.3552 -5.7775 0.355
C -4.7571 4.3948 12.8949 -0.601
O -5.3731 5.0771 11.8129 -0.304
C -4.7183 5.0119 10.6096 0.751
O -3.6536 4.5141 10.4089 -0.518
O -5.4873 5.6280 9.6871 -0.305
C -5.0457 5.6091 8.2730 -0.621
H -4.7160 3.3276 12.6769 0.269
H -5.2562 4.6127 13.8391 0.224
H -3.7635 4.8347 12.9808 0.289
H -4.0449 6.0202 8.1405 0.286
H -5.7758 5.9854 7.5564 0.244
H -4.8576 4.5573 8.0576 0.286
C -3.2469 1.1960 -7.6177 -0.630
O -4.3299 1.0855 -8.5990 -0.292
C -4.6441 -0.1715 -9.0121 0.770
O -4.0873 -1.2216 -8.7490 -0.553
O -5.6362 -0.0113 -9.8761 -0.307
C -6.2904 -1.1944 -10.4347 -0.632
H -2.2930 0.7394 -7.8815 0.299
H -3.5348 0.7593 -6.6615 0.288
H -3.0612 2.2671 -7.5379 0.236
H -5.5820 -1.8606 -10.9271 0.285
H -7.1078 -0.8344 -11.0594 0.232
H -6.8113 -1.6733 -9.6056 0.305
C 5.2100 1.7794 4.5608 -0.670
O 4.0699 0.9836 4.8556 -0.307
C 3.0044 1.5456 5.5215 0.783
O 2.9421 2.6871 5.8683 -0.553
O 2.2373 0.5862 5.7302 -0.283
C 1.0262 0.7383 6.4751 -0.618
H 5.9928 1.0580 4.3264 0.251
H 5.6565 2.3722 5.3592 0.309
H 5.0503 2.4623 3.7264 0.281
H 0.5430 -0.2371 6.4204 0.205
H 0.4807 1.6040 6.0994 0.296
H 1.2485 0.9717 7.5164 0.306
```

=====

# 3
A 9-piece molecular cluster, C17H38ClIN8O21 overall in a non-equilibrium geometry. Source: the OMol25 dataset; level of theory: wB97M-V/def2-TZVPD.

- Orbital gap: 9.48 eV
- SMILES: CCOC(=O)O[C@@](O)(CC(=O)Cl)[C@H](I)CC.C[N+](=O)[O-].C[N+](=O)[O-].C[N+](=O)[O-].C[N+](=O)[O-].C[N+](=O)[O-].C[N+](=O)[O-].C[N+](=O)[O-].C[N+](=O)[O-]
- 2S+1: 1
- Energy above the lowest of the compared OMol25 structures with the same formula, charge and spin: 0.0 kcal/mol
- Energy: -93764.56357 eV

```
86
Properties=species:S:1:pos:R:3:mulliken_charge:R:1
C 0.6776 -0.1562 -0.2268 -0.704
C 1.5578 1.0259 -0.6291 -0.189
O 0.9144 1.7953 -1.6519 -0.361
C 0.7090 3.0810 -1.3447 0.609
O 1.5388 3.8162 -0.8504 -0.574
O -0.5090 3.5408 -1.7487 -0.425
C -1.6028 3.1479 -0.8952 1.581
O -1.0355 2.6312 0.2686 -0.080
C -2.3210 4.4651 -0.5758 -1.120
C -1.9082 4.9688 0.7821 0.513
O -1.0492 5.8101 0.9415 -0.546
Cl -2.7455 4.2994 2.1873 -0.155
C -2.4393 2.0949 -1.6315 -1.831
I -2.7473 2.7462 -3.6776 0.046
C -3.8132 1.8076 -1.0612 0.000
C -3.7897 1.3266 0.3890 -1.295
H -0.0151 -0.4215 -1.0147 -0.188
H 0.0854 0.1348 0.6351 0.149
H 1.2973 -0.9846 0.0555 0.616
H 1.7617 1.6113 0.2552 0.119
H 2.4962 0.6324 -0.9906 0.535
H -1.4017 1.7668 0.4694 0.081
H -3.4029 4.4168 -0.6264 0.389
H -2.0038 5.2274 -1.2672 0.493
H -1.8717 1.1787 -1.7072 0.639
H -4.2458 1.0153 -1.6555 0.572
H -4.4825 2.6466 -1.1535 0.315
H -3.6510 2.1455 1.0777 0.055
H -3.0712 0.5227 0.5355 0.411
H -4.7619 0.9047 0.6042 0.433
C 1.5261 4.2831 2.8310 -0.580
N 1.1150 2.9799 3.4191 0.933
O 0.7526 2.9661 4.5729 -0.561
O 1.1714 2.0079 2.6933 -0.517
H 1.4230 5.0500 3.5884 0.279
H 2.5582 4.1848 2.5095 0.297
H 0.8758 4.4819 1.9836 0.096
C 1.6204 -4.6908 1.6487 -0.791
N 1.2348 -4.3950 0.2452 0.955
O 1.1998 -3.2315 -0.1048 -0.495
O 0.9736 -5.3374 -0.4645 -0.532
H 1.8180 -3.7559 2.1577 0.342
H 0.7889 -5.2211 2.1036 0.306
H 2.5082 -5.3126 1.6134 0.196
C 4.0592 -5.7193 -2.8148 -0.765
N 3.9490 -6.5717 -1.6013 0.876
O 3.7176 -6.0168 -0.5465 -0.448
O 4.0924 -7.7638 -1.7430 -0.548
H 3.9053 -4.6882 -2.5245 0.279
H 5.0505 -5.8691 -3.2321 0.343
H 3.2918 -6.0429 -3.5093 0.282
C 6.3972 -5.1852 1.3939 -0.562
N 5.5972 -4.1529 2.1013 0.957
O 4.6287 -3.6936 1.5354 -0.503
O 5.9688 -3.8336 3.2090 -0.563
H 5.9445 -5.3691 0.4281 0.088
H 7.4052 -4.7940 1.2897 0.293
H 6.3856 -6.0805 2.0076 0.301
C -7.7401 1.6704 -3.2307 -0.776
N -7.8093 1.6325 -1.7440 0.832
O -8.8955 1.7534 -1.2217 -0.539
O -6.7616 1.4868 -1.1567 -0.431
H -8.7424 1.8071 -3.6171 0.320
H -7.0942 2.4993 -3.5044 0.282
H -7.3158 0.7272 -3.5599 0.284
C 7.4181 -0.7644 2.8178 -0.678
N 8.6601 -1.5297 2.5263 0.882
O 9.6955 -1.1407 3.0131 -0.534
O 8.5482 -2.5035 1.8108 -0.522
H 7.6690 0.0706 3.4599 0.316
H 7.0184 -0.4218 1.8684 0.281
H 6.7258 -1.4439 3.3074 0.245
C -7.7481 4.9392 1.8244 -0.783
N -6.3637 4.4167 1.6658 0.845
O -5.6243 4.4592 2.6212 -0.517
O -6.0679 3.9863 0.5704 -0.424
H -7.8666 5.2894 2.8422 0.306
H -7.8742 5.7481 1.1117 0.288
H -8.4290 4.1225 1.6049 0.295
C -0.4683 -3.2087 -2.9505 -0.340
N 0.7477 -3.1396 -3.8046 0.922
O 1.6537 -3.9018 -3.5457 -0.505
O 0.7512 -2.3257 -4.6984 -0.556
H -0.3140 -3.9762 -2.2014 0.154
H -0.5960 -2.2332 -2.4927 -0.027
H -1.3055 -3.4461 -3.5999 0.333
```

=====

# 4
A 7-piece molecular cluster, C17H38O7 overall in a non-equilibrium geometry. Source: the OMol25 dataset; level of theory: wB97M-V/def2-TZVPD.

- Orbital gap: 9.64 eV
- SMILES: CC(C)=O.CC(C)=O.CC(C)=O.CC(C)=O.CC(C)=O.CO.CO
- 2S+1: 1
- Energy above the lowest of the compared OMol25 structures with the same formula, charge and spin: 14.1 kcal/mol
- Energy: -32575.90375 eV

```
62
Properties=species:S:1:pos:R:3:mulliken_charge:R:1
C 11.7367 11.9499 6.4592 0.169
C 11.1827 13.0282 5.5439 0.636
C 10.9300 14.4358 6.0812 -0.370
O 10.9610 12.7745 4.3638 -0.617
H 10.9226 11.7823 7.2285 -0.405
H 12.6355 12.3286 6.9806 0.009
H 11.9133 11.0680 5.8908 0.322
H 10.3972 14.3400 7.0161 0.219
H 10.3479 14.9457 5.2754 0.352
H 11.8450 14.9274 6.3369 -0.407
C 16.4114 11.8905 6.5363 -0.372
C 16.9924 10.8677 7.4998 0.745
C 18.0442 9.9638 6.9915 -1.134
O 16.6099 10.8206 8.6531 -0.604
H 15.3153 11.6525 6.6576 0.003
H 16.7436 11.9400 5.4894 0.377
H 16.5279 12.8806 7.0031 0.021
H 18.7339 10.5085 6.3155 0.376
H 17.6326 9.1524 6.4977 0.274
H 18.6362 9.6441 7.8881 0.309
C 13.3911 16.9295 7.2564 -1.015
C 14.1291 15.6345 7.6667 0.935
C 15.6206 15.6750 7.8841 -1.276
O 13.4563 14.6752 7.9992 -0.458
H 13.6578 17.2774 6.2347 0.323
H 13.4827 17.8057 7.9488 0.340
H 12.3114 16.6170 7.1721 0.275
H 15.9117 16.5471 8.4825 0.369
H 16.2144 15.6870 6.9661 0.346
H 16.0304 14.7881 8.3869 0.289
C 14.9405 7.6661 8.7105 -1.149
C 13.9249 8.2105 7.7410 0.802
C 12.4741 8.2038 8.0797 -0.407
O 14.2575 8.6008 6.6190 -0.594
H 14.4361 6.9174 9.3718 0.359
H 15.2705 8.5173 9.2382 0.271
H 15.7715 7.2748 8.1438 0.333
H 12.2443 7.9270 9.0972 0.094
H 11.9988 7.4549 7.4361 0.426
H 11.9795 9.1946 7.9144 -0.155
C 8.2659 7.4334 9.0085 -1.117
C 8.5577 8.4463 10.0592 1.016
C 9.4958 8.1290 11.2078 -0.914
O 7.9574 9.5004 10.0385 -0.602
H 9.1285 7.5607 8.3058 0.144
H 7.4250 7.6152 8.3794 0.359
H 8.2803 6.4202 9.4079 0.346
H 9.4484 7.0639 11.4496 0.401
H 9.2660 8.8293 11.9856 0.325
H 10.4715 8.4119 10.8154 0.001
C 8.2613 12.4618 8.8717 -0.344
O 8.7064 12.3311 10.2113 -0.595
H 8.4968 13.5001 8.5604 0.139
H 8.8607 11.7853 8.2593 0.072
H 7.1981 12.2122 8.8874 0.338
H 8.3553 11.4902 10.4796 0.367
C 12.2192 11.1706 10.5476 -0.587
O 11.1100 10.7949 9.6835 -0.219
H 12.4439 12.2465 10.5990 0.249
H 12.0184 10.8781 11.5787 0.311
H 13.0997 10.6843 10.0948 0.131
H 10.2874 11.2043 10.0133 0.169
```